No. 1
Density functional theory data (wB97M-V/def2-TZVPD) for one molecule with the formula CH4N2O2S at a distorted geometry.

E: -19008.6186 eV
energy relative to the best compared isomer or geometry (same formula, charge and spin): 318.92 kJ/mol
E_LUMO: -0.4 eV
orbital gap: 8.68 eV
SMILES: N[C@@H](S)ON=O
total charge: 0
maximum force: 4.24 eV/A

Structure (XYZ):
```
10
Properties=species:S:1:pos:R:3:forces:R:3
O -0.799086 -0.194987 -0.264939 -3.3 -1.1 -2.4
H 0.295552 -0.069013 1.443364 0.4 0.0 -1.4
S 0.757013 1.918715 0.085464 -1.8 -0.6 -1.4
H 1.808818 -1.263582 0.444694 0.2 -0.5 -0.9
N -1.936916 -0.116100 0.539031 -2.7 -0.6 -0.6
C 0.374474 0.061037 0.310696 2.3 2.0 2.6
H 1.171296 -1.134325 -1.181797 0.1 0.0 0.7
O -2.954392 -0.370721 -0.059116 3.5 0.8 1.3
H -0.132516 1.857544 -1.022670 1.2 0.6 1.2
N 1.415755 -0.688566 -0.294724 0.0 -0.5 0.9
```
Forces are in eV/Å.

Results of the natural (NBO) charge analysis, in e, for atoms 1 through 5:
1 O -0.403
2 H 0.194
3 S -0.129
4 H 0.382
5 N 0.375



No. 2
Density functional theory data (wB97M-V/def2-TZVPD) for a 2-piece molecular cluster, CH4N2O2S overall at a distorted geometry.

E: -19010.0864 eV
energy relative to the best compared isomer or geometry (same formula, charge and spin): 177.29 kJ/mol
E_LUMO: -0.7 eV
orbital gap: 8.20 eV
total charge: 0
maximum force: 3.41 eV/A

Structure (XYZ):
```
10
Properties=species:S:1:pos:R:3:forces:R:3
S -0.266226 2.431766 0.627184 -2.3 -0.6 2.2
H 1.437207 -1.889364 -0.028917 -1.1 0.1 0.5
N 0.455937 -2.053092 0.300626 -0.3 -1.7 1.0
H 0.634202 -0.230508 -0.842688 2.6 0.4 -0.9
H -0.762801 0.482664 -0.909553 -0.9 -0.2 0.4
H 0.318414 -2.891585 0.906379 0.3 1.1 -1.2
N -0.186519 -0.113846 -0.335623 -0.6 2.7 -2.0
C -0.618073 -1.249429 0.120777 -0.1 -2.7 2.0
O 0.690637 3.010195 -0.232575 0.5 0.7 -1.4
O -1.702777 2.503199 0.394392 1.9 0.2 -0.4
```
Forces are in eV/Å.

Results of the natural (NBO) charge analysis, in e, for atoms 1 through 5:
1 S 1.671
2 H 0.353
3 N -0.833
4 H 0.339
5 H 0.388



No. 3
Density functional theory data (wB97M-V/def2-TZVPD) for a 2-piece molecular cluster, CH4N2O2S overall at a distorted geometry.

E: -19004.4353 eV
energy relative to the best compared isomer or geometry (same formula, charge and spin): 722.54 kJ/mol
E_LUMO (spin up / spin down): -0.4 / -0.8 eV
orbital gap (spin up / spin down): 8.77 / 9.13 eV
total charge: 0
maximum force: 3.56 eV/A

Structure (XYZ):
```
10
Properties=species:S:1:pos:R:3:forces:R:3
C -1.312231 0.367368 -0.578144 -0.2 3.2 -1.2
H -1.873941 1.156498 0.097282 1.4 -1.3 -1.3
O 0.267088 -0.408723 2.364838 0.7 0.4 1.8
N -0.119285 -0.142694 -0.051006 1.1 -1.5 0.4
H 2.509075 0.680131 -1.537170 -0.1 -0.1 0.1
S 0.927046 -0.681519 1.146291 -2.8 -0.4 -2.1
N 1.029575 0.596856 0.058958 1.3 0.2 0.6
O 1.495581 -1.966361 0.901553 0.7 0.8 0.0
H -0.916395 0.790353 -1.603905 -1.3 -0.2 1.9
H -2.006515 -0.391909 -0.798697 -0.7 -1.1 -0.2
```
Forces are in eV/Å.

Results of the natural (NBO) charge analysis, in e, for atoms 1 through 5:
1 C -0.437
2 H 0.222
3 O -0.868
4 N -0.435
5 H 0.003



No. 4
Density functional theory data (wB97M-V/def2-TZVPD) for one molecule with the formula CH4N2O2S at a distorted geometry.

E: -19008.4556 eV
energy relative to the best compared isomer or geometry (same formula, charge and spin): 334.64 kJ/mol
E_LUMO: -0.1 eV
orbital gap: 10.08 eV
SMILES: O=C(NO)NS
total charge: 0
maximum force: 5.84 eV/A

Structure (XYZ):
```
10
Properties=species:S:1:pos:R:3:forces:R:3
H -0.928924 2.574445 0.125517 1.7 -1.4 -2.0
N 0.427322 1.003577 -0.558500 -2.0 0.4 -4.7
O -0.489542 2.323615 -0.790265 1.0 -2.4 2.4
H 1.033069 -2.742709 -0.679661 -1.6 0.4 -0.6
S -0.259527 -2.156925 -0.733985 2.5 0.4 -0.4
H 0.183491 0.258425 -1.453892 0.7 3.1 3.0
C 0.235705 0.359059 0.605196 -4.0 2.0 3.7
H -0.267291 -1.599319 1.308469 1.5 2.6 -0.7
O -0.118964 1.012707 1.664711 1.8 -2.8 -3.4
N 0.184660 -1.032875 0.512410 -1.5 -2.4 2.5
```
Forces are in eV/Å.

Results of the natural (NBO) charge analysis, in e, for atoms 1 through 5:
1 H 0.498
2 N -0.351
3 O -0.555
4 H 0.139
5 S 0.172



No. 5
Density functional theory data (wB97M-V/def2-TZVPD) for one molecule with the formula CH4N2O3.

E: -10221.7189 eV
energy relative to the best compared isomer or geometry (same formula, charge and spin): 68.29 kJ/mol
E_LUMO: 0.7 eV
orbital gap: 10.20 eV
SMILES: O=C(NO)NO
total charge: 0
maximum force: 0.67 eV/A

Structure (XYZ):
```
10
Properties=species:S:1:pos:R:3:forces:R:3
H -2.214740 -0.128790 0.562481 0.1 0.3 -0.2
O -2.268970 0.603610 -0.090899 0.7 0.1 -0.1
N 1.264900 0.095080 -0.258949 0.1 -0.2 0.6
H 1.598660 -1.350550 0.927661 0.1 0.2 -0.3
O 2.173650 -0.830250 0.323411 -0.5 0.3 -0.3
H 1.442100 0.281200 -1.240749 0.2 -0.4 0.3
H -0.629450 1.669160 -0.715439 -0.5 -0.1 0.3
C -0.045340 -0.109300 0.105821 -0.1 -0.1 0.1
O -0.391700 -0.943380 0.940011 0.2 0.5 -0.5
N -0.929110 0.713220 -0.553349 -0.3 -0.5 0.1
```
Forces are in eV/Å.

Results of the natural (NBO) charge analysis, in e, for atoms 1 through 5:
1 H 0.492
2 O -0.543
3 N -0.355
4 H 0.492
5 O -0.543



No. 6
Density functional theory data (wB97M-V/def2-TZVPD) for one molecule with the formula CH4N2O3 at a distorted geometry.

E: -10218.8839 eV
energy relative to the best compared isomer or geometry (same formula, charge and spin): 341.82 kJ/mol
E_LUMO: 0.2 eV
orbital gap: 10.87 eV
SMILES: NOC[N+](=O)[O-]
total charge: 0
maximum force: 5.57 eV/A

Structure (XYZ):
```
10
Properties=species:S:1:pos:R:3:forces:R:3
H -1.155351 0.899009 1.154003 -0.6 0.0 0.6
C -0.378972 0.664934 0.475150 1.2 -2.6 -4.8
H -0.147510 1.377573 -0.332430 -0.4 -0.1 0.5
H 0.080337 -1.750200 -1.588270 1.1 -0.9 0.2
N 0.908941 0.425271 1.212665 -2.9 0.2 1.0
N -0.189429 -0.792164 -1.617708 1.8 1.0 2.7
O 1.956613 0.751812 0.779236 1.7 0.3 -1.2
H -0.995287 -0.886541 -2.114782 -3.0 0.4 -2.1
O -0.754780 -0.668506 -0.276544 0.5 2.5 2.0
O 0.675438 -0.021189 2.308681 0.6 -0.8 1.2
```
Forces are in eV/Å.

Results of the natural (NBO) charge analysis, in e, for atoms 1 through 5:
1 H 0.220
2 C 0.022
3 H 0.209
4 H 0.340
5 N 0.517



No. 7
Density functional theory data (wB97M-V/def2-TZVPD) for a 2-piece molecular cluster, CH4N2O3P overall at a distorted geometry.

E: -19515.2974 eV
energy relative to the best compared isomer or geometry (same formula, charge and spin): 250.31 kJ/mol
E_LUMO (spin up / spin down): 4.0 / 4.0 eV
orbital gap (spin up / spin down): 8.13 / 8.14 eV
total charge: -1
maximum force: 2.64 eV/A

Structure (XYZ):
```
11
Properties=species:S:1:pos:R:3:forces:R:3
O 1.515604 -0.620458 -1.609833 -0.9 0.3 1.0
H -0.858666 0.468617 1.266575 0.2 0.0 0.3
N 1.616613 0.900873 1.015340 -1.2 -1.1 -1.2
H -1.114245 -1.164118 1.355153 0.0 0.0 0.3
O -1.512603 -1.814326 -1.199020 0.5 0.0 0.3
O -1.634306 0.764248 -1.466247 0.5 0.1 0.3
H 2.573287 0.747288 0.700742 0.0 0.1 -0.2
H 1.334886 1.791815 0.601781 0.2 0.0 0.0
N -1.417215 -0.302312 0.924896 0.0 -0.1 -0.7
P -1.185677 -0.442851 -0.734145 -1.9 -0.1 0.0
C 0.682322 -0.328776 -0.855241 2.6 0.6 0.0
```
Forces are in eV/Å.

Results of the natural (NBO) charge analysis, in e, for atoms 1 through 5:
1 O -0.485
2 H 0.407
3 N -1.184
4 H 0.381
5 O -1.124



No. 8
Density functional theory data (wB97M-V/def2-TZVPD) for an isolated ion of composition CH4N2O3P and charge -1 at a distorted geometry.

E: -19513.5258 eV
energy relative to the best compared isomer or geometry (same formula, charge and spin): 0.00 kJ/mol
spin multiplicity: 3
E_LUMO (spin up / spin down): 4.1 / 3.1 eV
orbital gap (spin up / spin down): 6.87 / 8.33 eV
⟨S²⟩: 2.01
total charge: -1
maximum force: 3.47 eV/A

Structure (XYZ):
```
11
Properties=species:S:1:pos:R:3:forces:R:3
O -0.331180 -1.420152 0.413749 -0.5 -0.5 -0.3
H 1.702108 -1.159973 1.325584 -3.1 0.8 -0.5
H 0.284863 0.244056 1.407344 1.1 -0.8 -0.5
N -1.724370 0.013300 -1.261973 1.4 0.0 1.0
C 0.707983 -0.610629 0.795603 3.2 0.5 1.3
O -1.952956 0.268905 1.383882 -0.3 -0.2 -0.6
H -2.106407 1.083756 -2.705608 -1.2 0.2 1.2
O -2.715759 -1.868500 -0.148260 0.7 1.4 1.8
H 1.294517 -0.295247 -0.079117 -0.6 0.7 -0.2
P -1.815339 -0.712891 0.273046 -1.1 -3.3 -0.3
N -2.528444 0.817688 -1.757193 0.4 1.3 -3.0
```
Forces are in eV/Å.

Results of the natural (NBO) charge analysis, in e, for atoms 1 through 5:
1 O -0.815
2 H 0.131
3 H 0.214
4 N -0.441
5 C -0.250



No. 9
Density functional theory data (wB97M-V/def2-TZVPD) for one molecule with the formula CH4N2O3S at a distorted geometry.

E: -21058.8179 eV
energy relative to the best compared isomer or geometry (same formula, charge and spin): 74.98 kJ/mol
E_LUMO: 0.4 eV
orbital gap: 10.82 eV
SMILES: NC(=O)S(N)(=O)=O
total charge: 0
maximum force: 3.17 eV/A

Structure (XYZ):
```
11
Properties=species:S:1:pos:R:3:forces:R:3
O -0.452241 -1.150894 1.198903 -0.3 0.1 -1.9
N -0.396640 -1.197638 -1.337481 -0.3 0.1 -0.7
H -0.474067 -2.237552 -1.441184 -0.2 1.6 0.7
N 1.078203 0.835358 1.176226 1.0 2.5 -1.7
C 0.453612 1.052403 0.013971 -0.1 -0.9 0.7
H -0.318656 -0.696503 -2.251173 -0.4 -0.4 1.4
O 0.703901 1.873615 -0.812946 -0.6 -0.1 -0.6
H 0.749387 0.163228 1.784195 -0.6 -1.6 1.5
H 1.728511 1.556301 1.422971 0.3 0.0 0.4
O -2.201665 0.144731 0.211930 -0.2 0.4 -1.5
S -0.870345 -0.343045 0.034583 1.2 -1.8 1.6
```
Forces are in eV/Å.

Results of the natural (NBO) charge analysis, in e, for atoms 1 through 5:
1 O -0.970
2 N -1.100
3 H 0.435
4 N -0.795
5 C 0.489



No. 10
Density functional theory data (wB97M-V/def2-TZVPD) for CH4N2O3S2 as an isolated structure at a distorted geometry.

E: -31892.6719 eV
energy relative to the best compared isomer or geometry (same formula, charge and spin): 0.00 kJ/mol
E_LUMO (spin up / spin down): -2.3 / -1.7 eV
orbital gap (spin up / spin down): 6.84 / 7.71 eV
total charge: 0
maximum force: 5.40 eV/A

Structure (XYZ):
```
12
Properties=species:S:1:pos:R:3:forces:R:3
H -1.921579 1.047425 -0.147044 -0.2 -0.6 0.4
S 2.400225 -1.566897 -0.151751 0.2 2.4 1.8
O 1.959362 -2.668056 -0.927702 -0.5 -2.2 -1.6
H -1.640061 -0.010415 1.069562 0.7 0.0 0.7
O 1.788312 1.068064 -1.313500 2.2 -1.9 -0.6
C 0.797108 1.431141 -0.847002 1.0 1.3 -0.9
N -2.263359 0.205538 0.334600 3.9 -0.5 -3.2
O -0.096477 2.149436 -0.807246 -3.1 1.5 0.6
H 0.286676 -1.536163 0.274767 -1.6 -1.0 -0.3
N 1.036604 -0.958571 0.546060 1.9 -0.9 -0.5
H -3.081158 0.391652 0.716519 -4.9 1.0 2.0
S 0.734350 0.446841 1.252738 0.4 0.9 1.6
```
Forces are in eV/Å.

Results of the natural (NBO) charge analysis, in e, for atoms 1 through 5:
1 H 0.373
2 S 1.358
3 O -0.840
4 H 0.350
5 O -0.560